Entry 1:
Here is a molecular structure, C11H14BCrN7S in a non-equilibrium geometry from the Open Molecules 2025 dataset. Energies are from wB97M-V/def2-TZVPD.

Values from the calculation:
- Spin multiplicity: 5
- HOMO level (spin up / spin down): -6.61 / -7.81 eV
- Calculated total energy: -2278.359279 Ha
- Energy relative to the best compared isomer or geometry (same formula, charge and spin): 199.4 kJ/mol

```
35
Properties=species:S:1:pos:R:3:forces:R:3:mulliken_spin:R:1
H 0.961820 2.896785 0.413034 -0.1077 -0.0553 -0.2108 0.000
N 0.549258 1.507818 -1.143898 0.6673 1.8206 -1.1847 -0.128
B 0.228449 0.317209 -3.388479 -0.3217 -0.2651 0.9323 -0.017
N 0.583154 1.579491 -2.533272 0.1034 0.5043 1.5002 0.047
C 0.917306 2.831886 -2.886870 -0.0774 -0.0048 0.6120 0.040
Cr -0.034408 -0.158672 -0.252380 -0.7677 0.6100 3.2865 3.709
H 0.999523 3.106372 -3.929243 -0.0009 -0.0216 0.1453 0.003
C 1.099387 3.587718 -1.728941 0.1542 0.1158 -0.1692 0.006
H 1.387744 4.621142 -1.661413 0.0016 0.0556 -0.1068 0.001
C 0.873995 2.723822 -0.652889 -0.1714 -0.8806 -1.5677 0.066
H 0.337194 0.520948 -4.563241 0.0194 -0.0584 0.0834 0.000
C -0.758863 -1.651774 1.018404 0.2931 -1.3982 -1.2159 -0.088
H -1.491909 -1.571024 1.824546 0.1213 -0.1797 -0.1341 0.002
H 0.173127 -2.106876 1.391398 -0.3357 -0.2190 0.2919 0.017
H -1.169327 -2.335126 0.253637 0.0467 -0.3085 0.4138 0.012
N -1.236626 -0.069389 -2.970069 -0.8022 -0.2051 1.5586 0.031
N 1.154529 -0.822204 -2.855972 0.3847 -0.5535 1.5375 0.054
N -1.492955 -0.230012 -1.608324 -1.8470 0.0952 -1.8791 -0.022
N 1.175369 -1.062325 -1.485583 1.5515 -1.3306 -1.4109 -0.033
C -2.397669 -0.209778 -3.636100 -0.0659 -0.0585 0.5997 0.034
C 2.065568 -1.623751 -3.433234 0.0513 -0.1556 0.6640 0.047
H -2.419828 -0.142058 -4.715261 -0.0626 0.0095 0.1509 0.002
H 2.206244 -1.612022 -4.501686 0.0539 0.0090 0.0304 0.003
C -3.416100 -0.449780 -2.709171 -0.0188 0.0352 -0.3432 0.007
C 2.685909 -2.383019 -2.439417 0.1287 -0.0665 -0.1760 0.008
C -2.812988 -0.446119 -1.448343 1.2731 0.1579 -1.2885 0.037
C 2.102324 -2.005943 -1.226584 -0.7357 1.0296 -1.2536 0.109
H -4.457388 -0.620063 -2.908955 -0.0774 0.0236 -0.1615 0.001
H 3.474721 -3.103047 -2.550718 0.0370 -0.0738 -0.2095 0.002
H -3.232680 -0.599488 -0.461521 0.1332 -0.0237 -0.2087 -0.002
H 2.292021 -2.305345 -0.199600 -0.0739 -0.0218 -0.3666 -0.004
H -1.696073 0.141095 2.713244 0.9135 0.5099 -0.6491 0.002
S -0.767645 0.908242 2.020585 -0.3336 0.9658 0.6693 0.028
C 0.575437 0.515619 2.975759 2.1319 -0.7597 1.5032 0.014
N 1.541281 0.249470 3.591460 -2.2664 0.6980 -1.4429 0.012
```
Forces are in eV/Å.


Entry 2:
Here is a single C3H4O2 molecule in a non-equilibrium geometry from the Open Molecules 2025 dataset. Energies are from wB97M-V/def2-TZVPD.

Values from the calculation:
- HOMO level: -10.35 eV
- Calculated total energy: -266.999120 Ha
- SMILES string: C=CC1OO1
- Energy relative to the best compared isomer or geometry (same formula, charge and spin): 508.5 kJ/mol

```
9
Properties=species:S:1:pos:R:3:forces:R:3:nbo_charge:R:1
C 1.247630 0.675223 -0.286370 -3.3227 -0.1810 0.4310 -0.358
C 0.609806 -0.455621 -0.108373 -5.1009 -1.0330 0.3939 -0.229
C -0.958051 -0.392643 0.349321 4.2407 -0.8853 -0.5587 0.322
O -1.594526 0.757903 0.221703 -0.6272 3.6715 0.8939 -0.253
O -2.080867 -0.392079 -0.437361 -0.6953 -1.7206 -1.8156 -0.245
H 2.200651 0.579944 -0.474847 5.1463 -0.0432 -1.1164 0.187
H 0.829934 1.670691 -0.319733 -0.4100 -0.1696 0.3767 0.218
H 0.820027 -1.538754 -0.206241 1.0753 1.0769 0.1096 0.218
H -1.074606 -0.904663 1.261898 -0.3062 -0.7157 1.2855 0.139
```
Forces are in eV/Å.


Entry 3:
Here is a molecular structure, C36H41AlN6O from the Open Molecules 2025 dataset. Energies are from wB97M-V/def2-TZVPD.

Values from the calculation:
- HOMO level: -13.44 eV
- Calculated total energy: -2042.362760 Ha
- Net charge: +2

```
85
Properties=species:S:1:pos:R:3:forces:R:3:nbo_charge:R:1
Al 0.079501 -0.026793 -0.036166 -0.0273 -0.1956 0.1143 1.970
C -2.777654 2.247836 1.791842 0.1034 0.0695 -0.0500 -0.632
C -1.430175 2.632860 2.351813 -0.0260 -0.1726 -0.0879 -0.009
C -1.322556 3.033654 3.677841 0.0012 0.0558 0.0399 -0.188
C -0.119327 3.489134 4.199168 -0.0317 0.0087 0.0490 -0.170
C 0.988895 3.595455 3.379357 0.0063 0.0211 0.0782 -0.198
C 0.936442 3.186240 2.051118 0.0977 0.0484 -0.2753 -0.022
C 2.135862 3.456061 1.161049 -0.1573 -0.1587 0.1147 -0.657
C -0.262143 2.649282 1.572811 0.0668 0.0711 0.0172 0.059
N -0.283406 2.047674 0.248444 -0.3125 -0.1084 0.1353 -0.527
C -0.781598 2.644078 -0.758536 0.1368 0.1862 -0.0736 0.343
C -1.267705 4.054297 -0.797409 0.0362 -0.0802 -0.0927 -0.706
C -0.754745 1.814264 -2.029261 0.0521 0.0511 -0.1214 0.413
C -1.111149 2.448426 -3.326096 -0.0257 0.0895 0.0717 -0.714
N -0.377448 0.596379 -1.889872 -0.0865 -0.0737 -0.0384 -0.638
C -0.262597 -0.270812 -3.055052 0.0715 0.0782 -0.0997 0.168
C -1.349648 -1.069726 -3.410820 -0.0796 0.0321 0.1874 -0.048
C -2.680097 -0.946885 -2.706903 0.0983 0.0518 -0.1601 -0.621
C -1.180821 -1.952554 -4.472763 -0.0176 -0.0603 -0.0114 -0.210
C 0.021997 -2.016608 -5.160923 0.0014 -0.0351 -0.0380 -0.184
C 1.070897 -1.178190 -4.811804 0.0522 -0.0039 -0.0413 -0.201
C 0.946246 -0.279105 -3.757805 0.0365 0.2388 0.1390 -0.041
C 2.048879 0.711509 -3.452400 -0.1323 -0.1126 -0.1634 -0.634
H -3.515112 2.194097 2.591477 0.0357 -0.0195 -0.0242 0.243
H -2.755352 1.281149 1.292178 -0.0058 0.1431 0.0258 0.221
H -3.138858 2.993111 1.075329 0.0398 -0.0066 0.0551 0.213
H -2.206004 3.005385 4.307467 0.0661 0.0105 -0.0711 0.230
H -0.062000 3.802734 5.236220 -0.0024 -0.0422 -0.1142 0.238
H 1.908996 4.023186 3.764136 -0.0493 -0.0388 -0.0391 0.231
H 2.410243 4.508531 1.229345 -0.0008 0.0059 0.0091 0.260
H 1.937769 3.255738 0.105605 0.0486 -0.0553 0.0322 0.201
H 3.016944 2.892944 1.485582 -0.0346 -0.0058 -0.0383 0.229
H -1.288375 4.488587 0.197434 -0.0095 -0.0199 0.0407 0.269
H -2.258212 4.124458 -1.251032 0.0313 -0.0287 0.0233 0.260
H -0.587337 4.647624 -1.418854 -0.0628 -0.0431 0.0259 0.265
H -0.496180 3.340868 -3.477929 -0.0454 -0.0508 0.0160 0.268
H -2.150922 2.789199 -3.304845 0.0507 -0.0149 0.0367 0.272
H -0.974770 1.768847 -4.161188 -0.0078 -0.0153 -0.0023 0.266
H -2.563634 -0.855362 -1.627921 -0.0017 -0.0221 0.0209 0.199
H -3.311269 -1.811077 -2.911389 0.0440 0.0327 0.0149 0.241
H -3.223765 -0.059699 -3.049337 0.0459 -0.0536 0.0132 0.230
H -2.010785 -2.587149 -4.768479 0.0668 0.0734 0.0133 0.232
H 0.132437 -2.701955 -5.994217 -0.0058 0.0502 0.0795 0.239
H 1.997939 -1.200903 -5.376918 -0.0896 -0.0027 0.0537 0.235
H 3.012075 0.347374 -3.807115 -0.0617 -0.0083 0.0081 0.252
H 2.147445 0.908987 -2.388629 0.0406 -0.0037 0.1362 0.207
H 1.854700 1.666913 -3.953580 0.0006 -0.0866 0.0290 0.228
N 1.823049 0.179429 0.780204 0.0943 -0.3315 0.2529 -0.999
C 1.971738 -0.099858 2.231473 -0.0688 0.0170 -0.0282 0.098
C 3.228330 0.201254 2.744300 0.0588 0.0777 -0.1256 -0.225
C 3.495537 0.105901 4.095296 -0.0496 -0.0078 0.0430 -0.179
C 2.462558 -0.262512 4.945147 0.0869 0.0061 0.0390 -0.185
C 1.224429 -0.584182 4.423977 -0.0763 0.0117 0.0269 -0.185
C 0.937676 -0.573139 3.048036 -0.0788 -0.0309 -0.0766 0.008
C -0.427560 -1.050993 2.617537 0.0172 -0.0423 0.0628 -0.052
C -1.124315 -1.886124 3.505983 0.0837 0.0116 0.0585 -0.181
C -2.448135 -2.238316 3.307039 -0.0248 -0.0239 0.0426 -0.194
C -3.120683 -1.772516 2.189041 -0.0403 -0.0088 -0.0514 -0.217
C -2.408035 -1.039676 1.250690 -0.0648 -0.0645 -0.0774 -0.210
C -1.059611 -0.689757 1.408952 0.0760 -0.0114 -0.1457 -0.673
H 2.177644 1.119350 0.650420 0.0179 0.3086 -0.0407 0.429
H 2.481880 -0.403615 0.248407 0.0690 -0.0611 -0.0711 0.458
H 4.011080 0.522271 2.061278 -0.0623 -0.0227 0.0416 0.222
H 4.482211 0.337672 4.475496 -0.0541 -0.0095 -0.0113 0.240
H 2.621652 -0.304952 6.017149 -0.0309 0.0227 -0.1096 0.239
H 0.434391 -0.828396 5.121413 0.0682 -0.0156 -0.0644 0.226
H -0.623638 -2.286571 4.378070 -0.0417 0.0576 -0.0442 0.227
H -2.955260 -2.861180 4.035451 0.0599 0.0304 -0.0651 0.237
H -4.172320 -1.993688 2.038474 0.0993 0.0178 0.0091 0.232
H -2.945611 -0.709340 0.363732 0.0250 -0.0421 0.0290 0.194
C 0.282785 -5.409148 -1.791373 -0.0434 0.1721 0.0115 -0.425
N 0.738682 -4.052119 -1.506666 0.1661 -0.1623 -0.0721 -0.364
C 2.082564 -3.574655 -1.752712 -0.0616 -0.0646 0.0421 -0.312
C 1.990476 -2.153037 -1.252941 0.0495 0.2728 -0.2183 0.698
O 2.922507 -1.369145 -1.243141 -0.4127 -0.0763 0.1444 -0.599
N 0.689402 -1.890053 -0.828483 0.1379 -0.2380 0.2106 -0.781
C 0.010997 -3.071353 -0.990408 0.1970 0.1422 -0.1183 0.692
N -1.269093 -3.244518 -0.705441 -0.0775 -0.0108 0.0728 -0.768
H 1.152452 -6.046182 -1.909364 0.0662 -0.0238 0.0043 0.247
H -0.305807 -5.450836 -2.708611 0.0002 0.0510 -0.0105 0.225
H -0.304998 -5.803776 -0.962066 0.0395 0.0133 0.0307 0.219
H 2.353725 -3.606857 -2.808438 -0.0171 0.0824 -0.0471 0.254
H 2.831282 -4.127473 -1.184626 0.0015 -0.0381 0.0425 0.255
H -1.715632 -2.608513 -0.064675 -0.1413 0.2052 0.1883 0.443
H -1.669970 -4.163460 -0.789598 -0.0251 -0.0137 -0.0130 0.422
```
Forces are in eV/Å.


Entry 4:
Here is a molecular structure, C46H45Cl2CsN2OP2SSi from the Open Molecules 2025 dataset. Energies are from wB97M-V/def2-TZVPD.

Values from the calculation:
- HOMO level: -6.36 eV
- Calculated total energy: -4275.630359 Ha
- Energy relative to the best compared isomer or geometry (same formula, charge and spin): 0.0 kJ/mol

```
101
Properties=species:S:1:pos:R:3:forces:R:3:lowdin_charge:R:1
Cs 0.426492 0.149971 1.161425 0.1823 -0.1056 -0.0061 0.899
O -2.059898 -1.395498 0.777309 -0.2153 -0.1480 0.0721 -0.651
S -1.983426 -1.910767 -0.626153 0.1157 0.1541 0.0751 0.889
C -2.156878 -3.682125 -0.493159 -0.0229 -0.0212 -0.0325 -0.381
C -3.346575 -4.283332 -0.113409 -0.0144 -0.0202 0.0126 -0.070
C -3.379004 -5.652324 0.100498 -0.0273 0.0111 0.0038 -0.062
C -2.219908 -6.396966 -0.053563 0.0385 0.0018 -0.0090 -0.059
C -1.022208 -5.781499 -0.394917 -0.0497 -0.0250 0.0065 -0.062
C -0.965167 -4.407286 -0.613499 -0.0167 -0.0139 -0.0033 -0.356
P 0.625654 -3.492083 -0.821110 0.0030 0.0392 0.0028 1.083
C 0.543467 -2.956491 -2.564846 0.0376 0.0229 -0.0321 -0.407
C -0.333156 -3.477845 -3.511705 -0.0432 -0.0327 -0.0332 -0.100
C -0.355768 -2.972549 -4.805140 0.0213 0.0129 0.0332 -0.077
C 0.504219 -1.944548 -5.164077 0.0065 -0.0009 0.0019 -0.081
C 1.386153 -1.421044 -4.227738 -0.0185 -0.0026 -0.0298 -0.071
C 1.400035 -1.919818 -2.934417 -0.0010 0.0082 -0.0191 -0.094
C 1.824775 -4.865837 -0.865733 0.0524 -0.0043 0.0582 -0.393
C 2.476087 -5.163662 0.331237 -0.0032 -0.0087 -0.0344 -0.103
C 3.380207 -6.213189 0.398972 0.0200 -0.0284 -0.0253 -0.078
C 3.655170 -6.962775 -0.736450 0.0059 0.0096 0.0353 -0.084
C 3.026582 -6.660801 -1.936433 -0.0247 0.0183 -0.0200 -0.078
C 2.113167 -5.618059 -2.001489 0.0182 -0.0227 -0.0173 -0.083
C -3.500770 -1.392877 -1.429390 -0.0203 -0.0816 -0.0421 -0.354
C -4.208376 -2.224766 -2.285632 -0.0215 0.0312 -0.0034 -0.081
C -5.346400 -1.748218 -2.920883 -0.0028 -0.0021 0.0000 -0.067
C -5.763178 -0.446898 -2.697720 0.0042 0.0075 0.0142 -0.063
C -5.022997 0.392235 -1.875552 -0.0336 0.0114 -0.0356 -0.066
C -3.869154 -0.052223 -1.236876 0.0595 -0.0205 0.0344 -0.337
P -2.730163 1.118136 -0.363950 -0.0289 0.1059 0.0040 1.063
C -3.316609 2.732980 -0.991473 0.0176 0.0065 -0.0375 -0.397
C -2.728845 3.203572 -2.166333 -0.0024 -0.0005 0.0077 -0.104
C -3.091351 4.431655 -2.696311 -0.0168 0.0181 0.0052 -0.080
C -4.034656 5.215312 -2.044607 0.0174 -0.0096 -0.0133 -0.084
C -4.612656 4.764490 -0.867100 -0.0022 -0.0112 0.0095 -0.076
C -4.258043 3.528370 -0.343308 -0.0175 0.0194 0.0114 -0.086
C -3.315219 1.150428 1.363619 0.0623 0.0475 -0.0196 -0.406
C -2.518062 1.857647 2.265623 0.0026 -0.0498 -0.0319 -0.126
C -2.824115 1.881902 3.617338 -0.0085 0.0074 0.0204 -0.054
C -3.945505 1.202924 4.076484 0.0138 0.0127 -0.0033 -0.073
C -4.751030 0.509114 3.183949 -0.0003 -0.0124 -0.0337 -0.075
C -4.436509 0.477180 1.831106 -0.0103 0.0153 0.0939 -0.085
H -4.238155 -3.684946 0.022228 0.0059 0.0091 -0.0053 0.122
H -4.302557 -6.133294 0.394329 -0.0020 0.0070 -0.0012 0.109
H -2.242132 -7.466838 0.109654 0.0109 0.0000 -0.0014 0.109
H -0.123737 -6.378187 -0.477046 0.0126 0.0070 -0.0009 0.103
H -1.008104 -4.281539 -3.239247 0.0047 0.0013 -0.0001 0.106
H -1.044989 -3.382166 -5.532520 -0.0039 -0.0046 0.0034 0.104
H 0.484293 -1.548841 -6.171230 0.0036 0.0033 0.0015 0.103
H 2.053953 -0.614863 -4.502650 0.0037 -0.0009 0.0074 0.107
H 2.077999 -1.494832 -2.201370 -0.0019 -0.0071 0.0097 0.089
H 2.276730 -4.563883 1.212070 -0.0076 0.0036 -0.0024 0.097
H 3.879058 -6.438170 1.332615 -0.0023 0.0055 0.0026 0.105
H 4.367283 -7.776475 -0.688818 0.0013 0.0008 0.0019 0.103
H 3.249472 -7.238460 -2.824352 -0.0053 0.0051 -0.0039 0.104
H 1.626635 -5.385566 -2.940971 0.0023 -0.0014 -0.0008 0.103
H -3.880364 -3.240630 -2.457140 0.0022 0.0001 0.0028 0.107
H -5.905331 -2.395456 -3.583877 0.0107 -0.0111 0.0031 0.108
H -6.657010 -0.072503 -3.179591 0.0018 0.0031 0.0000 0.108
H -5.335456 1.420812 -1.749281 0.0080 -0.0021 0.0061 0.106
H -1.971061 2.606179 -2.662018 -0.0030 -0.0065 0.0061 0.102
H -2.626035 4.785673 -3.607189 0.0011 -0.0010 0.0005 0.103
H -4.308940 6.181634 -2.447763 0.0017 -0.0001 -0.0018 0.102
H -5.338664 5.378476 -0.349591 0.0000 -0.0020 0.0005 0.104
H -4.707882 3.187975 0.581326 0.0025 -0.0047 -0.0010 0.107
H -1.640109 2.392199 1.914851 0.0266 0.0406 0.0038 0.072
H -2.175479 2.413381 4.303935 -0.0006 -0.0008 -0.0011 0.101
H -4.187408 1.209838 5.131630 0.0021 0.0011 -0.0002 0.104
H -5.623980 -0.020818 3.544160 0.0000 -0.0019 -0.0040 0.102
H -5.057420 -0.087423 1.146418 -0.0011 0.0019 -0.0033 0.104
C 0.538275 -0.203757 5.553837 0.0146 -0.0404 -0.0116 -0.041
C 0.632036 1.229651 5.106275 -0.0194 0.0136 -0.0088 -0.383
C 0.292155 2.265572 5.957048 -0.0197 -0.0694 0.0486 -0.087
C 0.379908 3.568807 5.456268 -0.0004 0.0259 -0.0143 -0.102
C 0.787646 3.781714 4.168148 0.0298 -0.0146 0.0190 -0.051
C 1.139659 2.674827 3.329017 -0.0439 0.0500 -0.0768 -0.509
N 1.040166 1.412614 3.846500 0.0411 0.0416 0.0157 0.030
N 1.545462 2.785232 2.062722 -0.0870 -0.1271 -0.0761 -0.160
Si 1.438249 4.119532 1.016880 -0.0043 -0.0402 0.0317 0.314
C 1.703806 3.464587 -0.726691 0.0025 -0.0008 -0.0466 -0.185
C 2.732021 5.452197 1.315415 0.0148 0.0237 0.0121 -0.179
C -0.261900 4.944406 0.994228 -0.0228 -0.0076 0.0148 -0.166
H 0.312175 -0.282451 6.616704 -0.0004 0.0137 0.0016 0.070
H 1.476689 -0.721823 5.350088 -0.0009 0.0009 0.0005 0.069
H -0.248172 -0.721234 4.997917 -0.0012 0.0090 -0.0037 0.074
H -0.019815 2.067831 6.973456 -0.0042 -0.0039 -0.0044 0.094
H 0.128596 4.411092 6.091764 0.0037 0.0097 -0.0102 0.101
H 0.876526 4.786550 3.776112 0.0030 0.0034 0.0015 0.082
H 2.654253 2.932675 -0.809822 -0.0001 0.0002 -0.0011 -0.001
H 1.700822 4.274199 -1.461753 0.0020 -0.0055 -0.0012 0.028
H 0.902680 2.770900 -1.005890 0.0000 -0.0045 -0.0023 0.006
H 3.735240 5.020625 1.274935 0.0011 0.0057 -0.0030 0.023
H 2.615463 5.917918 2.296932 -0.0043 0.0000 0.0000 0.018
H 2.671405 6.240475 0.560133 0.0090 0.0049 0.0082 0.023
H -1.016035 4.254659 0.600677 -0.0039 0.0146 -0.0111 0.004
H -0.264238 5.826062 0.347175 0.0115 -0.0013 -0.0060 0.029
H -0.590954 5.259450 1.986770 -0.0066 0.0026 -0.0040 0.020
Cl 3.935099 0.257148 -0.066977 -0.0197 0.0125 -0.0290 0.498
C 3.916261 0.286211 1.709734 0.0096 -0.0607 0.0081 -1.011
Cl 3.529009 -1.319772 2.364690 -0.0319 0.0251 0.0270 0.478
H 3.161424 1.005773 2.029845 -0.0065 0.0801 0.0604 -0.039
H 4.911395 0.546024 2.046417 -0.0165 0.0543 0.0188 0.030
```
Forces are in eV/Å.